{"formula": "C45H120O15", "method": "the ωB97M-V functional and the def2-TZVPD basis", "spin_multiplicity": 1, "molar_mass_g_mol": 901.44, "energy_ev": -79322.7939, "relative_energy_ev": 3.539, "elements": ["O", "O", "O", "O", "O", "O", "O", "O", "O", "O", "O", "O", "O", "O", "O", "C", "C", "C", "C", "C", "C", "C", "C", "C", "C", "C", "C", "C", "C", "C", "C", "C", "C", "C", "C", "C", "C", "C", "C", "C", "C", "C", "C", "C", "C", "C", "C", "C", "C", "C", "C", "C", "C", "C", "C", "C", "C", "C", "C", "C", "H", "H", "H", "H", "H", "H", "H", "H", "H", "H", "H", "H", "H", "H", "H", "H", "H", "H", "H", "H", "H", "H", "H", "H", "H", "H", "H", "H", "H", "H", "H", "H", "H", "H", "H", "H", "H", "H", "H", "H", "H", "H", "H", "H", "H", "H", "H", "H", "H", "H", "H", "H", "H", "H", "H", "H", "H", "H", "H", "H", "H", "H", "H", "H", "H", "H", "H", "H", "H", "H", "H", "H", "H", "H", "H", "H", "H", "H", "H", "H", "H", "H", "H", "H", "H", "H", "H", "H", "H", "H", "H", "H", "H", "H", "H", "H", "H", "H", "H", "H", "H", "H", "H", "H", "H", "H", "H", "H", "H", "H", "H", "H", "H", "H", "H", "H", "H", "H", "H", "H"], "positions_angstrom": [[16.008, 11.704, 19.034], [14.623, 10.421, 17.101], [12.233, 12.060, 9.596], [11.068, 9.455, 14.831], [11.263, 18.498, 12.835], [15.019, 12.184, 13.610], [16.772, 18.393, 15.982], [14.612, 17.124, 17.203], [9.015, 10.556, 19.217], [12.860, 11.580, 14.995], [15.762, 13.909, 21.135], [7.686, 14.759, 17.489], [14.751, 12.688, 10.974], [10.372, 13.875, 8.606], [9.092, 10.376, 16.488], [11.164, 11.420, 19.798], [8.043, 10.998, 14.587], [13.676, 8.334, 16.517], [10.558, 8.890, 19.603], [10.599, 8.300, 14.185], [14.823, 14.461, 9.161], [15.176, 14.900, 11.738], [13.917, 13.015, 22.393], [12.669, 18.352, 12.996], [11.692, 7.713, 13.232], [15.116, 9.870, 13.004], [9.352, 15.943, 8.847], [8.204, 14.296, 19.742], [14.164, 9.062, 18.931], [13.356, 13.482, 16.282], [12.237, 9.720, 10.013], [15.304, 13.934, 10.527], [10.904, 15.035, 10.640], [17.177, 13.091, 17.404], [17.771, 10.715, 18.003], [10.630, 15.166, 9.112], [13.724, 9.453, 17.505], [7.029, 11.377, 16.906], [10.125, 10.297, 20.045], [14.372, 14.102, 21.430], [11.526, 11.048, 10.242], [12.188, 12.704, 15.537], [8.752, 14.419, 18.307], [13.699, 13.976, 20.057], [15.823, 11.029, 13.668], [13.410, 18.510, 11.610], [17.433, 17.673, 15.023], [17.210, 18.127, 13.610], [12.645, 17.436, 18.415], [8.251, 11.419, 16.005], [11.529, 13.536, 14.448], [9.785, 15.561, 18.159], [14.908, 18.281, 19.385], [17.147, 16.149, 15.224], [10.080, 7.304, 15.305], [14.027, 17.992, 18.121], [11.307, 11.450, 11.663], [17.147, 11.459, 13.020], [12.891, 17.055, 13.721], [17.344, 12.020, 18.554], [12.416, 7.101, 13.771], [15.566, 11.166, 18.373], [9.314, 7.859, 15.846], [14.540, 13.583, 8.582], [17.178, 19.263, 15.979], [9.601, 6.511, 14.729], [7.707, 9.962, 14.573], [14.186, 10.875, 16.377], [15.623, 14.537, 12.664], [16.287, 17.728, 13.191], [15.684, 15.814, 11.432], [14.175, 14.514, 19.237], [13.943, 18.960, 17.627], [12.724, 14.437, 20.213], [15.761, 18.909, 19.126], [17.478, 15.738, 16.178], [7.455, 15.063, 19.941], [12.105, 17.098, 17.530], [13.942, 16.793, 13.841], [6.237, 12.048, 16.573], [14.180, 15.110, 21.798], [9.333, 16.547, 18.266], [10.659, 13.000, 14.068], [16.369, 13.724, 10.430], [10.699, 12.341, 20.149], [10.930, 8.868, 18.578], [11.698, 8.932, 10.540], [15.562, 15.106, 8.685], [11.794, 14.433, 10.820], [11.923, 18.145, 18.821], [8.459, 15.669, 9.410], [15.041, 10.087, 11.939], [18.089, 13.166, 16.811], [7.293, 11.733, 17.902], [13.066, 17.830, 10.831], [12.088, 11.230, 20.343], [10.949, 6.898, 15.822], [18.094, 17.881, 13.020], [11.172, 13.408, 8.857], [13.056, 12.226, 10.062], [15.650, 8.924, 13.100], [12.157, 13.742, 13.581], [13.088, 14.431, 16.746], [18.019, 12.486, 19.272], [7.686, 13.337, 19.751], [14.392, 18.882, 20.134], [14.235, 11.938, 14.106], [10.434, 9.758, 15.485], [13.605, 12.854, 17.136], [17.714, 15.589, 14.480], [16.115, 15.827, 15.086], [13.285, 9.720, 10.311], [6.879, 14.366, 17.829], [11.321, 8.553, 20.304], [8.286, 10.164, 19.702], [14.088, 12.007, 22.015], [13.595, 8.301, 19.464], [12.266, 9.393, 8.974], [15.225, 8.813, 18.962], [8.780, 12.372, 16.021], [12.161, 8.528, 12.680], [9.427, 17.020, 9.001], [13.866, 14.968, 9.278], [11.154, 15.985, 11.112], [13.545, 12.958, 19.698], [15.930, 13.090, 20.663], [12.191, 10.933, 14.758], [17.031, 14.058, 17.884], [14.135, 15.129, 11.966], [18.021, 10.061, 18.838], [10.909, 18.321, 13.710], [16.055, 10.802, 14.708], [10.136, 14.502, 11.201], [13.411, 8.564, 15.485], [12.718, 16.623, 19.136], [9.205, 13.506, 17.921], [10.299, 15.551, 17.198], [11.473, 12.305, 16.256], [12.291, 11.702, 12.057], [11.480, 15.659, 8.641], [10.547, 11.024, 9.763], [17.521, 12.403, 13.417], [9.677, 8.573, 13.673], [10.822, 10.690, 12.277], [14.475, 18.324, 11.744], [14.305, 13.544, 15.749], [9.783, 10.274, 21.080], [17.040, 10.295, 17.312], [17.933, 10.715, 13.145], [10.606, 12.279, 11.767], [9.204, 15.754, 7.784], [15.433, 17.471, 16.848], [15.306, 17.368, 19.826], [11.311, 11.546, 18.725], [14.648, 7.845, 16.450], [18.711, 10.941, 17.499], [12.837, 13.014, 22.539], [11.166, 7.058, 12.538], [11.168, 14.452, 14.917], [9.078, 10.463, 17.444], [13.009, 7.539, 16.851], [14.418, 13.144, 23.352], [12.583, 17.188, 14.758], [12.759, 9.939, 17.644], [14.953, 12.517, 11.897], [13.023, 19.109, 13.695], [6.651, 10.357, 16.965], [12.299, 16.225, 13.334], [8.908, 14.411, 20.566], [17.218, 19.214, 13.534], [7.316, 11.621, 14.065], [17.052, 11.692, 11.960], [14.107, 9.837, 13.414], [10.579, 15.466, 18.900], [13.265, 19.533, 11.263], [14.168, 9.949, 19.566], [16.301, 12.809, 16.820], [9.680, 8.261, 19.747], [8.907, 11.090, 13.929], [18.512, 17.800, 15.109]]}

=====

{"formula": "C45H125N13O12", "method": "the ωB97M-V functional and the def2-TZVPD basis", "spin_multiplicity": 1, "molar_mass_g_mol": 1040.57, "energy_ev": -92620.3206, "relative_energy_ev": 7.916, "smiles": "COC[C@H](C)N.COC[C@H](C)N.COC[C@H](C)N.COC[C@H](C)N.COC[C@H](C)N.COC[C@H](C)N.COC[C@H](C)N.COC[C@H](C)N.COC[C@H](C)N.COC[C@H](C)N.COC[C@H](C)N.NC(N)=O", "elements": ["O", "O", "O", "O", "O", "O", "O", "O", "O", "O", "O", "O", "N", "N", "N", "N", "N", "N", "N", "N", "N", "N", "N", "N", "N", "C", "C", "C", "C", "C", "C", "C", "C", "C", "C", "C", "C", "C", "C", "C", "C", "C", "C", "C", "C", "C", "C", "C", "C", "C", "C", "C", "C", "C", "C", "C", "C", "C", "C", "C", "C", "C", "C", "C", "C", "C", "C", "C", "C", "C", "H", "H", "H", "H", "H", "H", "H", "H", "H", "H", "H", "H", "H", "H", "H", "H", "H", "H", "H", "H", "H", "H", "H", "H", "H", "H", "H", "H", "H", "H", "H", "H", "H", "H", "H", "H", "H", "H", "H", "H", "H", "H", "H", "H", "H", "H", "H", "H", "H", "H", "H", "H", "H", "H", "H", "H", "H", "H", "H", "H", "H", "H", "H", "H", "H", "H", "H", "H", "H", "H", "H", "H", "H", "H", "H", "H", "H", "H", "H", "H", "H", "H", "H", "H", "H", "H", "H", "H", "H", "H", "H", "H", "H", "H", "H", "H", "H", "H", "H", "H", "H", "H", "H", "H", "H", "H", "H", "H", "H", "H", "H", "H", "H", "H", "H", "H", "H", "H", "H", "H", "H", "H", "H", "H", "H"], "positions_angstrom": [[0.625, -7.265, -0.886], [7.419, -4.323, -8.543], [6.878, 0.893, 0.250], [4.857, 10.606, 2.068], [0.085, 1.476, -3.007], [-1.282, 5.299, -9.131], [3.204, 5.372, 5.807], [-6.461, 1.611, 7.949], [-6.045, -1.799, -4.463], [-12.551, 0.621, 1.920], [0.204, -3.414, 6.420], [-0.690, -4.613, -9.509], [1.136, -10.168, -0.388], [0.096, -4.964, -7.423], [-10.692, 2.984, 3.911], [8.099, -7.865, -9.392], [-0.516, 2.615, -0.251], [5.336, 12.329, 4.115], [8.437, -2.218, 1.657], [0.941, -5.273, 9.488], [-7.839, -1.625, 8.864], [3.624, 7.894, 6.221], [-7.490, -4.411, -6.722], [0.599, -6.365, -8.956], [1.049, 3.516, -8.261], [-0.844, -2.565, 6.675], [-6.990, 0.348, 7.595], [6.197, -3.690, -8.384], [8.435, -6.524, -9.124], [-6.140, -2.838, -5.384], [7.264, -5.490, -9.207], [-7.137, -0.343, 8.934], [3.935, 5.617, 6.961], [7.531, -1.052, 1.662], [1.032, -4.156, 8.504], [0.340, -4.565, 7.280], [-6.672, -0.616, -4.828], [0.341, 1.963, -9.788], [-8.168, -4.129, -4.323], [2.821, 3.991, 5.715], [-12.006, 1.164, 3.048], [0.469, -5.910, -0.515], [-0.062, -5.267, -8.658], [-13.359, -0.496, 2.169], [-9.900, 1.859, 1.676], [-5.831, -0.625, 9.762], [-2.116, 0.753, 0.155], [4.546, 6.983, 6.826], [7.877, -0.282, 2.935], [7.402, 1.712, -0.741], [-0.153, -9.606, -0.755], [6.399, 12.203, 3.064], [7.720, -0.258, 0.405], [2.510, -3.779, 8.302], [-0.279, -8.143, -0.150], [-1.259, -10.648, -0.310], [0.245, 3.462, -9.476], [4.987, 7.613, 8.228], [-2.591, 5.837, -9.301], [-1.190, 3.963, -9.151], [1.192, 0.532, -2.853], [-5.663, 2.149, 6.924], [-1.044, 1.167, -2.115], [-0.835, 1.263, -0.609], [9.649, -6.159, -9.983], [-11.031, 2.264, 2.628], [4.612, 9.452, 1.247], [6.258, 10.866, 2.327], [-7.528, -3.534, -5.580], [7.743, 12.479, 3.772], [8.750, -6.558, -8.081], [0.885, -5.818, 0.489], [5.233, 8.584, 1.470], [-2.625, 6.915, -9.458], [-2.977, 1.125, -0.399], [5.541, 8.523, 7.998], [5.830, -4.265, -7.533], [8.095, -2.841, 0.939], [4.070, 7.860, 8.763], [3.272, 5.569, 7.825], [-7.692, 0.339, 9.578], [1.394, 1.687, -9.831], [2.276, 3.876, 4.778], [-0.168, 1.713, -10.718], [6.171, 12.912, 2.268], [-14.192, -0.048, 2.710], [-0.484, 2.611, 0.759], [-6.270, -0.278, 7.067], [7.563, 13.334, 4.424], [0.679, -6.551, -9.945], [-1.757, 1.981, -2.249], [-1.794, 3.476, -9.916], [-0.119, 1.432, -8.954], [1.643, 0.613, -1.864], [-9.251, 1.025, 1.943], [-2.093, -0.327, 0.005], [-0.001, 0.656, -0.256], [-8.154, -2.670, -5.805], [-9.125, 2.611, 1.525], [4.759, 4.910, 7.057], [5.518, 6.838, 8.781], [-1.771, -3.135, 6.603], [-0.551, -5.155, 7.494], [8.096, 11.781, 4.530], [1.029, -0.481, -3.221], [7.361, 0.676, 2.991], [-6.706, -5.047, -6.693], [0.541, -3.319, 9.001], [7.732, 1.216, -1.653], [6.558, 10.052, 2.988], [-11.586, 2.989, 2.032], [0.396, 2.915, -0.564], [5.501, 6.960, 6.300], [-0.009, -5.606, 9.569], [6.534, 2.348, -0.915], [1.162, -5.300, -1.094], [-6.159, 1.934, 5.978], [-5.763, -2.375, -6.296], [-7.559, -4.924, -3.894], [-1.144, -10.781, 0.766], [-0.272, -9.446, -1.826], [-3.047, 5.435, -10.205], [0.460, 4.128, -7.715], [4.580, 11.988, 3.540], [-8.275, -3.432, -3.492], [1.360, -6.034, 8.973], [3.537, 9.272, 1.274], [-3.219, 5.632, -8.434], [8.897, -8.437, -9.627], [7.723, -0.796, 3.884], [0.016, -8.112, 0.899], [-10.418, 3.946, 3.778], [4.936, 9.778, 0.259], [3.727, 3.401, 5.575], [-7.996, -2.024, 9.778], [-0.821, -2.259, 7.720], [7.810, -0.853, -0.504], [4.095, 8.781, 6.114], [-5.191, -1.440, 9.424], [10.208, -5.279, -9.666], [-5.220, 0.245, 10.005], [0.406, -5.711, -6.818], [8.932, -0.027, 2.826], [-12.818, -1.351, 2.575], [-5.975, 0.212, -4.697], [-0.530, -5.495, -0.647], [-2.267, -10.325, -0.572], [1.401, -10.409, 0.557], [-0.178, -3.992, -7.402], [2.088, 3.650, 6.445], [-0.943, -11.501, -0.909], [-13.768, -0.834, 1.217], [-11.489, 0.395, 3.622], [-0.848, -1.736, 5.967], [6.512, -1.436, 1.626], [-6.109, -0.869, 10.787], [6.451, -6.055, -8.752], [-1.551, 0.259, -2.443], [7.062, -5.290, -10.259], [7.550, -7.875, -10.240], [-5.502, -3.551, -4.862], [-4.693, 1.662, 6.816], [3.118, -4.657, 8.083], [5.060, 13.294, 4.229], [-9.099, -4.623, -4.598], [0.663, 4.076, -10.274], [-6.999, -0.588, -5.867], [-10.211, 1.483, 0.701], [-12.737, 1.495, 3.786], [0.738, 2.674, -7.798], [6.885, 10.976, 1.443], [-1.280, -7.731, -0.280], [-5.521, 3.230, 6.927], [9.323, -5.994, -11.010], [1.092, -6.875, -8.236], [-8.325, -4.981, -6.707], [10.340, -6.993, -10.103], [-1.544, 3.588, -8.191], [8.618, 0.317, 0.628], [6.361, -2.658, -8.073], [-2.225, 1.209, 1.139], [-7.255, -2.383, 8.541], [2.545, -3.114, 7.439], [9.263, -1.946, 1.143], [2.114, 0.852, -3.338], [1.006, -5.297, 6.822], [-7.889, 0.251, 6.986], [5.614, -3.642, -9.304], [3.543, 7.466, 5.310], [2.807, -3.394, 9.277], [8.511, 12.814, 3.074], [-7.582, -0.240, -4.359], [8.148, 2.372, -0.299], [-9.969, 2.529, 4.451], [1.892, -9.590, -0.725]]}